The following is a quantum chemistry calculation of a gas-phase ion, C4H5Cl2O3 (charge -1) in a non-equilibrium geometry, from the Open Molecules 2025 dataset.

Last column: Mulliken charge in e.
CARTESIAN COORDINATES (ANGSTROEM)
C1 0.82884 1.31276 0.70433  0.7473
C2 0.64532 -1.08905 -1.10964  -1.1505
C3 -0.25010 0.08076 0.79673  -0.4342
C4 -0.58393 -0.32259 -0.59300  0.6486
O1 0.36000 2.28636 1.25510  -0.7255
O2 1.92736 1.07697 0.17717  -0.7365
O3 -1.34859 0.36987 1.54590  -0.6022
Cl1 -2.13525 -1.56280 -0.51577  -0.3014
Cl2 -1.20676 1.06127 -1.50773  -0.1882
H1 0.53471 -1.31028 -2.24743  0.2895
H2 1.43401 -0.40724 -0.99795  0.3774
H3 0.76961 -2.08130 -0.64465  0.3425
H4 0.22059 -0.75997 1.19759  0.3603
H5 -1.19581 1.34524 1.93934  0.3728

Output
net charge = -1
structure (SMILES) = CC(Cl)(Cl)[C@H](O)C(=O)[O-]
HOMO level = -4.9 eV
lowest unoccupied orbital energy = 3.5 eV
electronic energy = -1301.59200 Eh
relative energy (zero: lowest compared OMol25 entry of this formula, charge and spin) = 0.228 eV
HOMO-LUMO gap = 0.307 hartree